Entry 1:
Formula: C31H32BiCl5N5O4Si
Source: the Open Molecules 2025 dataset
Level of theory: the ωB97M-V functional and the def2-TZVPD basis

Net charge ... -1
Relative energy (zero: lowest compared OMol25 entry of this formula, charge and spin) ... 0.00 kJ/mol

The geometry in XYZ format:
```
79
Properties=species:S:1:pos:R:3:forces:R:3:nbo_charge:R:1
Bi -0.0804 0.5015 -0.5570 0.522 0.355 -0.532 1.467
N -1.5332 2.3498 0.6751 -0.075 -0.145 0.084 -0.897
C -1.5912 2.5257 2.1276 0.011 -0.068 0.019 -0.231
C -0.3919 1.8806 2.8367 -0.066 -0.122 0.020 -0.231
N 0.8294 1.9680 2.0604 0.011 -0.056 -0.099 -0.455
C 1.2844 3.3544 1.9263 0.082 0.053 -0.025 -0.228
C 1.9130 3.6380 0.5704 -0.019 -0.029 -0.008 -0.244
N 0.8804 3.8999 -0.4463 -0.046 -0.087 0.067 -0.863
C 1.9000 1.1140 2.5827 0.007 0.041 -0.136 -0.241
C 1.7317 -0.3703 2.2850 0.057 0.000 -0.145 -0.222
N 1.8324 -0.6257 0.8452 -0.082 -0.030 0.284 -0.910
H -0.9367 3.0543 0.2399 0.099 0.046 -0.023 0.420
H -2.4514 2.3818 0.2513 -0.006 0.061 0.058 0.394
H -2.4888 2.0348 2.5018 -0.055 0.046 0.017 0.212
H -1.6662 3.5838 2.4010 0.000 0.023 -0.035 0.169
H -0.6143 0.8265 3.0133 -0.001 0.027 -0.045 0.215
H -0.2703 2.3538 3.8262 -0.037 -0.025 0.072 0.166
H 2.0084 3.5963 2.7179 -0.033 -0.022 0.081 0.180
H 0.4270 4.0195 2.0673 0.078 0.015 0.005 0.186
H 2.4919 2.7664 0.2700 0.099 0.014 0.009 0.251
H 2.6226 4.4642 0.6665 0.003 0.037 -0.058 0.181
H 1.1855 3.5714 -1.3540 0.032 0.011 -0.057 0.383
H 0.7069 4.8923 -0.5338 0.014 0.061 -0.035 0.357
H 2.0094 1.2500 3.6715 -0.024 0.029 0.022 0.165
H 2.8340 1.4267 2.1109 -0.001 0.043 -0.002 0.251
H 0.7643 -0.7290 2.6448 0.001 0.003 0.055 0.181
H 2.5057 -0.8973 2.8567 0.005 -0.027 0.013 0.183
H 1.8524 -1.6163 0.6324 0.009 0.001 -0.006 0.384
H 2.6837 -0.1920 0.4586 -0.017 0.147 -0.126 0.455
O 0.8174 -2.8936 -3.3236 0.002 -0.023 0.016 -0.651
C 0.9763 -1.8411 -2.7228 -0.234 -0.086 -0.196 0.771
O 0.1031 -1.3304 -1.9183 0.002 0.128 0.123 -0.874
C 2.2485 -1.0583 -2.9687 0.061 -0.075 -0.024 0.094
C 2.9632 -1.2782 -4.1390 -0.001 0.006 0.074 -0.226
C 4.0908 -0.5069 -4.3679 -0.015 0.029 0.059 -0.185
C 4.4683 0.4294 -3.4175 -0.017 -0.002 -0.086 -0.228
C 3.7226 0.5400 -2.2494 -0.021 0.098 -0.001 0.103
N 2.6228 -0.1826 -2.0438 0.010 -0.031 0.153 -0.435
C 4.1644 1.5049 -1.1423 0.312 -0.229 -0.037 0.736
O 4.7306 2.5432 -1.5138 -0.157 0.026 0.064 -0.726
O 3.9420 1.1018 0.0316 -0.146 0.132 0.072 -0.799
H 2.6125 -2.0311 -4.8294 0.010 -0.003 -0.009 0.236
H 4.6661 -0.6363 -5.2771 0.005 0.029 -0.003 0.204
H 5.3189 1.0838 -3.5485 0.005 -0.019 0.010 0.234
Cl -4.0578 0.9743 -0.9704 0.000 -0.067 0.048 -0.022
C -3.1174 0.9861 -2.4502 0.111 0.018 -0.120 -0.073
C -1.7331 1.0725 -2.3923 -0.168 0.007 0.067 -0.414
C -1.1152 1.2735 -3.6219 -0.096 -0.013 -0.007 0.036
Cl 0.5877 1.6479 -3.6575 0.029 0.000 -0.041 0.023
C -1.7858 1.2308 -4.8425 0.051 0.022 0.009 -0.126
Cl -0.9371 1.3939 -6.3362 -0.009 0.025 0.013 0.037
C -3.1659 1.0525 -4.8511 0.021 -0.003 0.046 -0.088
Cl -4.0257 0.9816 -6.3431 -0.010 0.002 -0.011 0.036
C -3.8453 0.9646 -3.6415 -0.004 0.005 0.024 -0.085
Cl -5.5688 0.8333 -3.6450 -0.003 -0.009 0.001 0.026
C 0.1656 -5.7902 0.1856 -0.040 0.004 -0.019 -0.215
C 0.7168 -4.8861 1.0812 0.006 0.018 -0.005 -0.211
C 0.2275 -3.5883 1.1416 0.015 0.013 -0.016 -0.219
C -0.8242 -3.1640 0.3243 0.201 0.112 0.146 -0.445
C -1.3465 -4.0848 -0.5847 -0.007 0.016 -0.039 -0.163
C -0.8606 -5.3817 -0.6548 0.036 -0.022 0.017 -0.204
Si -1.5958 -1.4465 0.4063 -0.510 -0.545 0.279 0.776
C -2.2855 -1.2050 2.1655 0.033 0.057 0.009 -0.369
C -3.4903 -0.5138 2.3319 -0.011 0.016 -0.045 -0.229
C -4.0234 -0.2661 3.5896 0.009 -0.002 0.026 -0.226
C -3.3599 -0.7081 4.7258 0.020 -0.002 -0.015 -0.225
C -2.1752 -1.4184 4.5879 -0.014 0.010 -0.012 -0.209
C -1.6524 -1.6643 3.3249 -0.052 -0.030 -0.004 -0.245
H 0.5403 -6.8052 0.1350 0.016 0.013 -0.015 0.204
H 1.5326 -5.1873 1.7275 -0.003 0.004 -0.002 0.203
H 0.6929 -2.8945 1.8353 -0.056 -0.087 0.017 0.192
H -2.1322 -3.7737 -1.2630 0.011 -0.017 0.015 0.218
H -1.2744 -6.0725 -1.3788 -0.006 0.008 0.003 0.208
H -2.8231 -1.5895 -0.4098 0.044 0.085 -0.111 -0.162
H -4.0271 -0.1691 1.4542 0.024 -0.015 0.058 0.215
H -4.9598 0.2714 3.6846 0.004 -0.003 -0.016 0.207
H -3.7684 -0.5107 5.7094 -0.001 -0.009 -0.003 0.206
H -1.6580 -1.7872 5.4656 0.001 0.003 -0.003 0.206
H -0.7403 -2.2429 3.2489 -0.026 0.003 0.017 0.211
```
Positions in Å, forces in eV/Å.



Entry 2:
Formula: C23H25N3O5S
Source: the Open Molecules 2025 dataset
Level of theory: the ωB97M-V functional and the def2-TZVPD basis

Structure (SMILES) ... CC(C)OCCCNC(=O)c1ccc2c(=O)n(Cc3ccc4c(c3)OCO4)c(=S)[nH]c2c1
Net charge ... 0
Relative energy (zero: lowest compared OMol25 entry of this formula, charge and spin) ... 109.49 kJ/mol

The geometry in XYZ format:
```
57
Properties=species:S:1:pos:R:3:forces:R:3:nbo_charge:R:1
C -2.6688 -3.1298 -0.8484 -0.503 0.079 0.024 -0.625
C -4.1340 -3.0759 -0.4228 0.210 -0.330 -0.009 0.113
C -4.3718 -3.9361 0.8196 -0.078 0.287 -0.327 -0.639
O -4.4491 -1.7058 -0.2107 0.271 -0.013 0.057 -0.572
C -5.8253 -1.3760 -0.1440 -0.322 0.024 0.164 -0.068
C -6.2943 -1.0725 1.2864 0.257 0.199 -0.259 -0.437
C -5.9742 0.3636 1.7065 -0.308 -0.051 0.115 -0.224
N -4.6045 0.7026 1.4015 -0.004 -0.331 0.124 -0.606
C -4.2777 1.8025 0.6896 0.159 -0.043 0.183 0.650
O -5.0671 2.6854 0.4190 -0.064 0.240 -0.111 -0.613
C -2.8373 1.8611 0.2801 0.319 -0.015 -0.301 -0.072
C -2.1571 3.0790 0.3515 -0.052 0.031 0.028 -0.213
C -0.8415 3.1604 -0.0481 -0.025 -0.153 -0.018 -0.119
C -0.1882 2.0319 -0.5444 -0.358 -0.214 0.040 -0.205
C 1.2111 2.1123 -0.9739 -0.104 0.204 0.008 0.682
O 1.8775 3.1225 -0.9170 -0.050 0.080 0.105 -0.585
N 1.7545 0.9255 -1.4697 -0.168 0.006 -0.029 -0.444
C 3.1533 0.9420 -1.8816 0.493 0.165 -0.166 -0.251
C 4.0322 0.2507 -0.8711 0.110 -0.063 -0.095 -0.031
C 4.8745 -0.7790 -1.2553 -0.050 0.236 -0.008 -0.189
C 5.6939 -1.4370 -0.3413 0.152 -0.008 0.375 -0.258
C 5.6251 -1.0276 0.9670 -0.397 0.448 -0.005 0.224
C 4.7757 0.0077 1.3618 0.280 -0.423 -0.298 0.301
C 3.9734 0.6645 0.4644 0.172 -0.099 0.240 -0.291
O 4.9026 0.2106 2.7111 -0.277 0.229 -0.306 -0.491
C 5.8673 -0.7203 3.1521 0.403 -0.115 1.184 0.237
O 6.3072 -1.4962 2.0591 0.028 -0.174 -0.445 -0.479
C 1.0703 -0.2524 -1.5732 -0.293 -0.548 -0.141 0.290
S 1.7184 -1.6360 -2.1868 0.063 -0.420 -0.216 -0.197
N -0.2220 -0.2684 -1.1517 -0.009 0.019 0.022 -0.565
C -0.8816 0.8199 -0.6403 0.125 0.722 0.208 0.192
C -2.2075 0.7342 -0.2229 -0.002 0.134 0.055 -0.217
H -2.5199 -2.5138 -1.7325 0.053 0.044 -0.113 0.212
H -2.0354 -2.7715 -0.0396 0.115 0.025 0.118 0.204
H -2.3866 -4.1512 -1.0858 0.091 -0.085 -0.018 0.224
H -4.7602 -3.4586 -1.2455 0.077 0.088 0.092 0.166
H -4.0553 -4.9563 0.6209 0.007 -0.138 0.008 0.218
H -5.4254 -3.9506 1.0878 -0.092 -0.036 0.078 0.210
H -3.7972 -3.5495 1.6586 0.064 0.041 0.098 0.208
H -5.9646 -0.4846 -0.7665 -0.065 -0.107 0.008 0.193
H -6.4229 -2.1886 -0.5716 0.043 0.039 -0.021 0.179
H -7.3719 -1.2240 1.3539 -0.039 -0.041 0.071 0.220
H -5.8081 -1.7667 1.9734 -0.068 -0.116 -0.003 0.205
H -6.1619 0.4838 2.7802 -0.073 0.065 -0.142 0.196
H -6.5999 1.0788 1.1657 0.045 -0.089 0.117 0.231
H -3.9200 -0.0253 1.5294 0.080 0.141 -0.082 0.405
H -2.6821 3.9455 0.7210 -0.047 0.090 0.017 0.238
H -0.2896 4.0860 0.0048 0.044 0.075 0.016 0.242
H 3.2353 0.4524 -2.8542 -0.028 0.095 0.130 0.235
H 3.4319 1.9959 -1.9694 -0.095 -0.224 -0.036 0.255
H 4.8934 -1.0892 -2.2881 -0.065 -0.036 -0.116 0.220
H 6.3476 -2.2374 -0.6429 0.095 -0.123 -0.042 0.228
H 3.3334 1.4733 0.7766 -0.104 0.146 0.057 0.231
H 5.4223 -1.3781 3.9161 0.048 0.131 -0.236 0.156
H 6.7236 -0.1835 3.5921 -0.187 -0.087 -0.178 0.156
H -0.7082 -1.1514 -1.2469 0.215 0.129 -0.023 0.434
H -2.7444 -0.1970 -0.3287 -0.095 -0.126 0.001 0.236
```
Positions in Å, forces in eV/Å.



HOMO / eV: -5.5 -7.9
E_LUMO / eV: 2.3 0.0
Gap between HOMO and LUMO / Ha: 0.2845 0.2874